Arrangement 1

DFT (the ωB97M-V functional and the def2-TZVPD basis) results for an isolated molecule of C4H9N.

Results
- Highest occupied orbital energy: -9.4 eV
- Lowest unoccupied orbital energy: 1.20 eV
- SMILES string: C=CCCN

ORCA input file:
```
! wB97M-V def2-TZVPD RIJCOSX def2/J DEFGRID3
* xyz 0 1
C 1.95212 -1.47298 -0.77810
C 1.28725 -0.43650 -0.31626
C -0.20995 -0.37154 -0.16162
C -0.66216 0.76413 0.75966
N -1.97319 1.29122 0.37261
H 1.48397 -2.36894 -1.17127
H 3.02999 -1.50467 -0.80173
H 1.80826 0.39295 0.14823
H -0.60834 -1.31118 0.22660
H -0.74574 -0.23550 -1.10109
H -0.62914 0.37758 1.79141
H 0.02962 1.61084 0.75510
H -2.21745 2.08885 0.94949
H -2.69553 0.59232 0.50110
*
```

Here is what Mulliken gives for the atomic charges, in e: C -0.801; C -0.097; C -0.417; C -0.473; N -0.630; H 0.261; H 0.257; H 0.221; H 0.319; H 0.311; H 0.237; H 0.378; H 0.230; H 0.205

***

Arrangement 2

DFT (the ωB97M-V functional and the def2-TZVPD basis) results for an isolated molecule of C4H9N.

Results
- Highest occupied orbital energy: -8.9 eV
- Lowest unoccupied orbital energy: 1.12 eV
- SMILES string: C1CCNC1

ORCA input file:
```
! wB97M-V def2-TZVPD RIJCOSX def2/J DEFGRID3
* xyz 0 1
C 0.79310 0.78179 -0.61535
C -0.76227 0.88704 -0.57794
C -1.14767 -0.41437 0.08194
N -0.04774 -0.84482 0.99828
C 1.18102 -0.46484 0.17411
H 1.37960 1.70131 -0.34784
H 1.09178 0.48697 -1.61825
H -1.35237 1.65575 -0.01157
H -1.33024 0.81759 -1.48672
H -2.08476 -0.26978 0.68792
H -1.02164 -1.12951 -0.77815
H -0.21935 -0.32146 1.88112
H 2.18260 -0.43630 0.83455
H 1.30341 -1.32850 -0.52560
*
```

Here is what Mulliken gives for the atomic charges, in e: C -0.332; C -0.498; C -0.603; N -0.488; C -0.608; H 0.319; H 0.212; H 0.249; H 0.285; H 0.368; H 0.289; H 0.252; H 0.286; H 0.270

***

Arrangement 3

DFT (the ωB97M-V functional and the def2-TZVPD basis) results for an isolated molecule of C4H9N.

Results
- Highest occupied orbital energy: -8.5 eV
- Lowest unoccupied orbital energy: 1.16 eV
- SMILES string: C1CCNC1

ORCA input file:
```
! wB97M-V def2-TZVPD RIJCOSX def2/J DEFGRID3
* xyz 0 1
C -1.08462 0.63379 0.19086
C 0.15818 0.31202 1.20215
C 0.85347 -0.87368 0.52512
N 0.58048 -0.88515 -0.93493
C -0.41486 0.21757 -1.16104
H -1.39812 1.64665 0.10248
H -1.92484 -0.02108 0.30981
H -0.15064 0.37085 2.12269
H 0.85125 1.07233 1.17107
H 1.86754 -0.77387 0.63230
H 0.34606 -1.73090 0.97630
H 1.43200 -0.79206 -1.52660
H -1.12431 -0.23454 -1.86615
H 0.00839 1.05804 -1.74407
*
```

Here is what Mulliken gives for the atomic charges, in e: C -0.542; C -0.912; C -0.505; N -0.415; C -0.528; H 0.331; H 0.283; H 0.601; H 0.304; H 0.349; H 0.235; H 0.259; H 0.283; H 0.256

***

Arrangement 4

DFT (the ωB97M-V functional and the def2-TZVPD basis) results for a structure of composition C4H9N.

Results
- Highest occupied orbital energy: -6.5 eV
- Lowest unoccupied orbital energy: -0.10 eV

ORCA input file:
```
! wB97M-V def2-TZVPD RIJCOSX def2/J DEFGRID3
* xyz 0 1
N 0.00842 -0.23777 0.68057
C -0.27967 1.02771 0.02058
C -1.77336 1.09587 0.12670
C -2.22824 -0.21979 0.02757
C -1.01082 -1.07415 0.13574
H 7.32111 -1.34806 -0.60845
H 0.27655 1.84912 0.47336
H -0.02230 0.99851 -1.07186
H 7.24217 -0.61807 -0.48006
H -2.35502 1.98493 -0.05157
H -2.04383 0.39362 1.17435
H -3.22341 -0.46683 -0.29768
H -1.17567 -1.94960 0.75845
H -0.73593 -1.43549 -0.88769
*
```

Here is what Mulliken gives for the atomic charges, in e: N -0.707; C -0.390; C -0.458; C -0.261; C -0.508; H -0.001; H 0.335; H 0.224; H 0.001; H 0.407; H 0.313; H 0.398; H 0.335; H 0.313

***

arrangement 1 (10.6 kcal/mol below the next structure)

***

Arrangement 1

DFT (the ωB97M-V functional and the def2-TZVPD basis) results for an isolated molecule of C3H8N2S.

Results
- Highest occupied orbital energy: -8.1 eV
- Lowest unoccupied orbital energy: 0.64 eV
- SMILES string: CC(=S)N(C)N

ORCA input file:
```
! wB97M-V def2-TZVPD RIJCOSX def2/J DEFGRID3
* xyz 0 1
C -0.27179 -1.82655 0.03459
C -0.57014 -0.40277 0.51518
S -1.53383 -0.13831 1.84912
N 0.14483 0.55084 -0.05506
C -0.02148 1.92596 0.30634
N 0.92686 0.24913 -1.12671
H -0.94076 -2.50316 0.58081
H 0.75326 -2.07602 0.31011
H -0.43719 -1.92328 -1.05241
H -1.07181 2.15587 0.13923
H 0.75287 2.48452 -0.24742
H 0.18883 2.07865 1.37755
H 1.71319 -0.30796 -0.82377
H 0.36715 -0.26692 -1.80756
*
```

Here is what Mulliken gives for the atomic charges, in e: C -1.159; C 0.390; S -0.366; N 0.356; C -0.878; N -0.746; H 0.327; H 0.328; H 0.314; H 0.339; H 0.252; H 0.302; H 0.269; H 0.270

***

Arrangement 2

DFT (the ωB97M-V functional and the def2-TZVPD basis) results for an isolated molecule of C3H8N2S.

Results
- Highest occupied orbital energy: -7.6 eV
- Lowest unoccupied orbital energy: 0.90 eV
- SMILES string: CN/C=N/SC

ORCA input file:
```
! wB97M-V def2-TZVPD RIJCOSX def2/J DEFGRID3
* xyz 0 1
C -0.07568 -1.14447 2.47252
N -0.17949 0.11760 1.67003
C 0.50448 0.05024 0.50807
N -0.14272 0.74266 -0.47925
S 1.00823 1.24094 -1.71393
C -0.07794 0.76008 -3.00273
H 0.91909 -0.87340 2.89254
H -0.30320 -2.13617 1.96407
H -0.98257 -1.15098 3.30598
H -0.99782 0.89682 1.61786
H 1.38111 -0.65515 0.49850
H 0.15703 1.54223 -3.89081
H -0.10829 -0.35759 -3.24272
H -1.10223 0.96718 -2.60012
*
```

Here is what Mulliken gives for the atomic charges, in e: C -0.809; N -0.234; C -0.070; N -0.490; S -0.056; C -0.667; H 0.380; H 0.260; H 0.247; H 0.348; H 0.359; H 0.250; H 0.233; H 0.249

***

arrangement 1 (39.7 kcal/mol below the next structure)

***

Arrangement 1

DFT (the ωB97M-V functional and the def2-TZVPD basis) results for an isolated molecule of C3H8N2S.

Results
- Highest occupied orbital energy: -9.0 eV
- Lowest unoccupied orbital energy: 0.75 eV
- SMILES string: [H]/N=C(\CC)NS

ORCA input file:
```
! wB97M-V def2-TZVPD RIJCOSX def2/J DEFGRID3
* xyz 0 1
H 1.71478 -0.27153 -1.66223
N 1.35134 0.61421 -1.26417
C 0.27805 0.42382 -0.62932
C -0.39444 -0.90927 -0.40799
C -0.20960 -1.47766 1.02618
N -0.42171 1.48601 -0.11725
S 0.07929 3.11100 -0.34091
H -1.41907 -0.69220 -0.52595
H -0.19006 -1.65147 -1.21023
H -0.61997 -2.49639 0.98100
H -0.85293 -0.96669 1.74773
H 0.86723 -1.49763 1.43110
H -1.20162 1.33471 0.45382
H 1.01870 2.99308 0.51822
*
```

Here is what Mulliken gives for the atomic charges, in e: H 0.231; N -0.716; C 0.717; C -0.726; C -0.884; N -0.355; S -0.125; H 0.283; H 0.395; H 0.301; H 0.282; H 0.264; H 0.217; H 0.115

***

Arrangement 2

DFT (the ωB97M-V functional and the def2-TZVPD basis) results for an isolated molecule of C3H8N2S.

Results
- Highest occupied orbital energy: -8.3 eV
- Lowest unoccupied orbital energy: 0.81 eV
- SMILES string: CCNNC=S

ORCA input file:
```
! wB97M-V def2-TZVPD RIJCOSX def2/J DEFGRID3
* xyz 0 1
C 2.19884 -0.14403 -0.24886
C 0.81937 0.51654 -0.17871
N -0.17633 -0.46729 0.23853
N -1.46379 0.08762 0.43550
C -2.54786 -0.39377 -0.17075
S -4.11003 0.10011 -0.14102
H 2.19884 -0.84923 0.54906
H 2.39861 -0.65142 -1.23651
H 3.02713 0.57698 -0.12904
H 0.79478 1.24988 0.66167
H 0.56699 1.17307 -0.99698
H 0.12330 -0.85208 1.14434
H -1.56601 0.97541 0.80105
H -2.26384 -1.32177 -0.72828
*
```

Here is what Mulliken gives for the atomic charges, in e: C -0.982; C -0.464; N -0.379; N -0.104; C -0.123; S -0.333; H 0.288; H 0.252; H 0.330; H 0.308; H 0.421; H 0.263; H 0.237; H 0.285

***

arrangement 1 (16.9 kcal/mol below the next structure)

***

Arrangement 1

DFT (the ωB97M-V functional and the def2-TZVPD basis) results for a cluster of 3 separate species, C4H14O2S in total.

Results
- Highest occupied orbital energy (alpha / beta): 0.4 / -5.7 eV
- Lowest unoccupied orbital energy (alpha / beta): 3.21 / 3.16 eV

ORCA input file:
```
! wB97M-V def2-TZVPD RIJCOSX def2/J DEFGRID3
* xyz -1 2
C 0.37500 -2.39968 -2.31779
C 0.12187 -1.45619 -1.15126
C 0.71973 -0.06497 -1.34893
C 0.78723 0.75793 -0.05614
S 2.11908 1.99680 -0.21030
H -0.16936 -3.33686 -2.17684
H -0.08725 -2.03938 -3.24712
H 1.43959 -2.57611 -2.48640
H 0.43161 -1.92771 -0.21771
H -0.97334 -1.35946 -1.13898
H 0.11785 0.39893 -2.13746
H 1.74140 -0.15809 -1.73212
H 0.96659 0.02336 0.73060
H -0.07238 1.36508 0.21322
H 1.74646 2.69255 0.88694
H 0.35112 2.73985 3.41518
H -0.36423 1.57575 2.96923
O 0.46580 2.05272 2.74584
H -2.49322 0.51162 2.59228
H -3.95294 0.43333 2.65072
O -3.27062 0.77054 2.01704
*
```

Here is what Mulliken gives for the atomic charges, in e: C -1.268; C -0.430; C -0.582; C -0.692; S -0.449; H 0.367; H 0.297; H 0.341; H 0.406; H 0.183; H 0.293; H 0.390; H 0.189; H 0.345; H 0.146; H 0.343; H 0.286; O -0.815; H 0.379; H 0.607; O -1.335

***

Arrangement 2

DFT (the ωB97M-V functional and the def2-TZVPD basis) results for a cluster of 3 separate species, C4H14O2S in total.

Results
- Highest occupied orbital energy (alpha / beta): 1.1 / -5.6 eV
- Lowest unoccupied orbital energy (alpha / beta): 2.76 / 2.80 eV

ORCA input file:
```
! wB97M-V def2-TZVPD RIJCOSX def2/J DEFGRID3
* xyz -1 2
C 2.09565 -0.37576 0.22781
C 0.97169 0.45748 0.75251
C -0.28799 0.45231 -0.20868
S -1.87724 1.34886 0.25272
C -2.13136 1.99192 -1.46783
H 1.96757 -1.43668 0.25490
H 2.97944 -0.24556 0.92149
H 2.43267 -0.09937 -0.78589
H 0.49748 0.02771 1.64910
H 1.05257 1.54760 0.78182
H 0.25735 0.89821 -1.04878
H -0.71882 -0.52144 -0.30162
H -1.56873 2.96055 -1.65001
H -3.22979 2.12661 -1.64437
H -1.81429 1.10187 -2.16919
H -0.36857 -1.15512 6.46872
H -1.72493 -1.05026 5.90448
O -1.26506 -1.32274 6.72799
H 1.05620 -2.22450 -5.68154
H 0.74778 -2.62741 -4.20530
O 0.92836 -1.85427 -4.77833
*
```

Here is what Mulliken gives for the atomic charges, in e: C -1.443; C -0.332; C -1.079; S -0.393; C -0.675; H 0.493; H 0.395; H 0.385; H -0.032; H 0.410; H 0.472; H 0.587; H 0.186; H 0.316; H 0.163; H 0.574; H 0.453; O -1.384; H 0.369; H 0.408; O -0.873

***

arrangement 1 (33.4 kcal/mol below the next structure)

***

Arrangement 1

DFT (the ωB97M-V functional and the def2-TZVPD basis) results for an isolated molecule of C4H7FO.

Results
- Highest occupied orbital energy: -10.0 eV
- Lowest unoccupied orbital energy: 0.84 eV
- SMILES string: CC(=O)[C@@H](C)F

ORCA input file:
```
! wB97M-V def2-TZVPD RIJCOSX def2/J DEFGRID3
* xyz 0 1
C 1.57003 0.91704 0.43510
C 0.73195 -0.20161 -0.09318
O 1.20738 -1.31672 -0.38862
C -0.73877 -0.03363 -0.40065
C -1.43073 -0.83902 0.58274
F -1.13819 1.30401 -0.28054
H 1.11393 1.90024 0.57938
H 2.35310 1.03695 -0.34390
H 2.06150 0.50336 1.25352
H -0.96156 -0.26070 -1.45775
H -0.98996 -1.84366 0.53898
H -2.47733 -1.03774 0.30576
H -1.31000 -0.55743 1.61376
*
```

Here is what Mulliken gives for the atomic charges, in e: C -1.024; C 0.469; O -0.562; C 0.592; C -1.338; F -0.336; H 0.298; H 0.296; H 0.342; H 0.212; H 0.369; H 0.329; H 0.354

***

Arrangement 2

DFT (the ωB97M-V functional and the def2-TZVPD basis) results for a structure of composition C4H7FO.

Results
- Highest occupied orbital energy: -9.9 eV
- Lowest unoccupied orbital energy: 1.05 eV

ORCA input file:
```
! wB97M-V def2-TZVPD RIJCOSX def2/J DEFGRID3
* xyz 0 1
C 1.35180 -0.39709 -0.33957
C 0.13706 -0.03205 0.54841
C -0.62707 1.22999 0.05661
C -1.05231 -0.76172 -0.00911
H 1.79639 -1.35546 -0.07175
H 1.01837 -0.58191 -1.38520
H 0.44742 -0.04338 1.56143
H -1.31831 1.54519 0.86685
H -0.16074 2.10697 -0.44481
H -1.73547 -0.95472 0.83509
H -0.90269 -1.64211 -0.59763
O -1.36748 0.38697 -0.80620
F 2.41304 0.49933 -0.21412
*
```

Here is what Mulliken gives for the atomic charges, in e: C -0.613; C 0.086; C -0.362; C -0.599; H 0.302; H 0.299; H 0.456; H 0.228; H 0.276; H 0.260; H 0.369; O -0.406; F -0.297

***

Arrangement 3

DFT (the ωB97M-V functional and the def2-TZVPD basis) results for an isolated molecule of C4H7FO.

Results
- Highest occupied orbital energy: -9.3 eV
- Lowest unoccupied orbital energy: 0.78 eV
- SMILES string: C[C@@]1(F)C[C@H]1O

ORCA input file:
```
! wB97M-V def2-TZVPD RIJCOSX def2/J DEFGRID3
* xyz 0 1
C 0.93325 0.40710 1.38212
C -0.05060 0.47394 0.24707
F -1.04505 1.09154 0.79240
C -0.03860 0.49168 -1.39710
C -0.44383 -0.71172 -0.60954
O 0.54933 -1.64068 -0.76848
H 0.32143 0.09072 2.28372
H 1.67700 -0.48341 1.33061
H 1.67428 1.42915 1.78020
H -1.02907 0.93217 -1.84841
H 0.95029 0.49317 -1.80401
H -1.54820 -1.09212 -0.58210
H 0.56366 -2.03419 0.12090
*
```

Here is what Mulliken gives for the atomic charges, in e: C -1.099; C 0.766; F -0.306; C -0.841; C 0.027; O -0.510; H 0.306; H 0.254; H 0.238; H 0.235; H 0.329; H 0.277; H 0.324

***

arrangement 1 (28.5 kcal/mol below the next structure)